DFT (the ωB97M-V functional and the def2-TZVPD basis) results for 2 unconnected molecules or ions with the total composition C5H14S.

Last column: natural (NBO) charge in e.
Atoms and positions in Å:
C  0.639  1.102  1.623  -0.75
C  2.446  -0.666  2.774  -0.71
S  0.643  -0.630  2.176  0.15
H  1.654  1.419  1.415  0.22
H  0.052  1.263  0.710  0.22
H  0.216  1.746  2.413  0.22
H  2.666  -1.585  3.328  0.23
H  2.836  0.138  3.390  0.22
H  2.918  -0.725  1.799  0.21
C  -1.418  0.370  -2.022  -0.40
C  -2.416  -0.530  -1.250  -0.61
C  -0.058  -0.318  -2.171  -0.62
H  -1.797  0.601  -2.989  0.20
H  -1.331  1.384  -1.514  0.19
H  -1.978  -0.900  -0.254  0.20
H  -0.215  -1.355  -1.909  0.21
H  0.440  -0.132  -3.123  0.21
H  -2.631  -1.404  -1.875  0.20
H  -3.310  -0.030  -0.989  0.21
H  0.644  0.252  -1.531  0.21

Values from the calculation:
HOMO level	-8.51	eV
SMILES	CCC.CSC
ΔE to the lowest compared entry with this formula, charge and spin	19.6	kcal per mole
molecular weight	106.2	g/mol
E_LUMO	1.0	eV
HOMO-LUMO gap	9.5	eV
F_max	2.118	eV/A


DFT (the ωB97M-V functional and the def2-TZVPD basis) results for a molecular structure, C5H15AgIN3O2.

Last column: natural (NBO) charge in e.
Atoms and positions in Å:
Ag  -15.797  -4.933  0.337  0.75
I  -14.309  -4.929  2.863  -0.72
C  -12.309  -0.773  1.450  -0.63
C  -12.658  -0.741  3.019  -0.07
C  -12.682  0.656  3.527  -0.07
O  -11.461  1.294  3.496  -0.53
C  -10.562  0.732  4.493  -0.27
N  -13.944  -1.463  3.045  -0.85
H  -11.355  -0.330  1.163  0.21
H  -13.073  -0.130  1.013  0.19
H  -12.363  -1.732  0.934  0.20
H  -11.945  -1.334  3.592  0.19
H  -13.038  0.581  4.555  0.17
H  -13.327  1.232  2.864  0.18
H  -10.432  -0.349  4.543  0.18
H  -10.941  1.098  5.447  0.17
H  -9.563  1.156  4.397  0.20
H  -14.590  -1.147  2.336  0.34
H  -13.715  -2.423  2.830  0.37
C  -15.233  -7.397  6.516  0.74
O  -15.408  -8.143  7.474  -0.69
N  -14.228  -7.530  5.702  -0.84
N  -15.979  -6.436  6.125  -0.82
H  -14.252  -7.057  4.810  0.39
H  -13.657  -8.345  5.873  0.41
H  -16.759  -6.002  6.598  0.42
H  -15.401  -6.049  5.393  0.38

Values from the calculation:
HOMO level	-8.83	eV
molecular weight	384.0	g/mol
E_LUMO	-2.5	eV
HOMO-LUMO gap	6.3	eV
F_max	5.498	eV/A


DFT (the ωB97M-V functional and the def2-TZVPD basis) results for a molecular structure, C5H15B2CdNO2.

Last column: natural (NBO) charge in e.
Atoms and positions in Å:
C  -3.029  -0.213  -0.197  -1.01
B  -1.677  -0.747  -0.757  0.72
O  -1.417  -1.009  -2.052  -0.85
B  -0.398  -1.096  0.343  0.61
C  0.003  -2.609  0.486  -0.97
C  0.363  -0.003  1.169  -0.77
C  0.559  1.341  0.451  0.07
O  1.127  2.332  1.250  -0.69
C  1.495  1.087  -0.734  -0.15
N  2.226  2.217  -1.167  -0.72
H  -2.862  0.428  0.673  0.24
H  -3.616  -1.057  0.171  0.29
H  -3.600  0.358  -0.928  0.27
H  -1.866  -0.406  -2.659  0.53
H  -0.751  -3.130  1.086  0.36
H  0.009  -3.087  -0.495  0.30
H  1.005  -2.792  1.027  0.05
H  -0.110  0.105  2.152  0.32
H  1.458  -0.179  1.354  0.10
H  -0.419  1.663  0.065  0.24
H  0.650  2.436  2.076  0.50
H  2.254  0.238  -0.460  0.03
H  0.910  0.666  -1.564  0.24
H  3.223  2.108  -1.274  0.41
H  2.009  3.057  -0.647  0.42
Cd  2.454  -1.708  0.633  1.49

Values from the calculation:
HOMO level	-16.59	eV
net charge	+2
molecular weight	255.2	g/mol
E_LUMO	-11.8	eV
HOMO-LUMO gap	4.8	eV
F_max	1.257	eV/A